1.
The following is a quantum chemistry calculation of a cluster of 3 separate species, C2H8ClN2O in total at a distorted geometry, from the Open Molecules 2025 dataset.

Computed properties:
Charge ... +1
Energy relative to the best compared isomer or geometry (same formula, charge and spin) ... 111.1 kcal/mol
Kohn-Sham gap (alpha / beta) ... 0.3993 / 0.1805 hartree
HOMO energy (alpha / beta) ... -15.1183 / -12.3859 eV

Positions of all 14 atoms, in Å:
N 1.370 0.500 0.187
Cl -2.001 0.999 3.798
C 0.455 0.364 1.062
H 1.334 -0.007 -0.637
N 1.437 -1.098 -2.086
H -0.035 1.142 2.822
H -3.124 2.258 2.199
H 2.175 1.036 0.265
C -2.869 1.263 2.412
H -2.991 0.549 1.705
O 0.745 0.996 2.174
H 2.314 -1.736 -2.290
H 1.426 -0.327 -2.802
H 0.731 -1.616 -2.450

2.
The following is a quantum chemistry calculation of a cluster of 2 separate species, C5H14N2O in total at a distorted geometry, from the Open Molecules 2025 dataset.

Computed properties:
Charge ... +2
Energy relative to the best compared isomer or geometry (same formula, charge and spin) ... 29.4 kcal/mol
Kohn-Sham gap ... 0.3660 hartree
HOMO energy ... -18.1222 eV

Positions of all 22 atoms, in Å:
C 1.068 1.686 -1.966
C 1.512 -0.438 0.350
N -1.239 1.220 -1.687
H 0.113 -1.349 1.813
H 1.423 -1.188 -0.437
H 1.550 -0.632 2.358
H 2.116 1.639 -1.679
C -1.899 0.271 -2.211
H 0.426 1.441 0.852
H 2.527 -0.093 0.531
H 0.740 2.356 -2.736
H -0.817 -2.931 3.607
H -0.612 0.199 0.642
O -1.013 -2.104 3.133
C 0.336 0.553 0.191
H 1.579 -2.144 1.740
H -1.567 -0.760 -2.311
H -1.086 -1.543 3.931
N 1.115 -1.237 1.659
H -2.903 0.547 -2.547
H -1.616 2.166 -1.640
C 0.155 1.139 -1.165

3.
The following is a quantum chemistry calculation of a cluster of 6 separate species, C24H63N3O12 in total at a distorted geometry, from the Open Molecules 2025 dataset.

Computed properties:
Charge ... -1
Energy relative to the best compared isomer or geometry (same formula, charge and spin) ... 0.0 kcal/mol
Kohn-Sham gap (alpha / beta) ... 0.0565 / 0.3149 hartree
Multiplicity ... 2
HOMO energy (alpha / beta) ... 0.6278 / -6.4621 eV

Positions of all 102 atoms, in Å:
H -6.653 7.050 -23.590
H -3.541 4.733 -27.994
C 2.959 7.202 -33.058
C -5.080 6.864 -24.862
H 4.894 6.995 -26.539
O -0.921 6.937 -25.288
C -5.738 6.432 -21.175
H 2.852 12.211 -29.389
H 3.424 4.160 -28.171
H 4.418 5.891 -32.129
C -1.563 7.750 -26.206
C 4.514 4.133 -28.153
H -5.688 7.356 -25.621
C 1.490 6.376 -29.326
H 3.924 10.755 -31.584
H 1.393 6.191 -28.256
C -3.084 7.293 -26.225
H 2.708 9.904 -33.439
H 3.768 5.243 -33.644
H 6.080 4.833 -26.937
C 2.851 10.630 -31.437
H -2.466 12.125 -31.278
O 0.711 8.683 -29.081
C -2.661 5.043 -33.426
H -3.525 6.467 -35.510
O -3.918 4.953 -34.146
C 0.515 7.464 -29.787
O 2.488 10.226 -30.094
H 2.359 11.549 -31.753
O 4.707 6.447 -27.304
C -2.354 10.402 -29.883
C -3.733 5.397 -35.487
H 1.255 5.418 -29.789
H 1.458 9.143 -29.470
O -0.764 10.990 -31.686
H -2.412 9.489 -30.476
H -3.183 6.326 -26.720
C -3.105 4.891 -28.981
N -3.880 4.977 -31.435
H -3.347 10.677 -29.527
H 1.110 7.020 -25.928
H 6.291 5.018 -33.265
H -0.484 7.058 -29.634
C 2.467 9.511 -32.452
H -2.722 5.900 -29.134
H 2.108 6.672 -32.630
H -3.063 6.844 -24.349
H -2.831 3.245 -32.185
H -6.799 6.661 -21.270
N -3.706 7.351 -24.941
O 4.909 2.803 -28.079
H -1.468 8.809 -25.969
H -1.827 4.485 -31.496
O -1.641 10.117 -28.692
C 0.445 7.326 -25.120
C 3.101 11.176 -29.156
H 4.151 10.930 -28.997
H 2.678 10.951 -28.177
H 4.586 4.714 -26.092
H -2.922 4.876 -35.997
H -2.276 6.048 -33.256
H -1.603 3.699 -26.940
C -2.745 4.325 -32.062
H 3.375 6.939 -28.865
H -4.626 5.276 -36.100
C 5.014 5.033 -27.043
H 0.918 6.725 -24.344
H -1.287 12.262 -30.087
C 4.090 6.151 -33.135
C -5.575 7.163 -23.476
H -5.605 5.548 -20.551
H 0.707 8.356 -24.880
C -4.162 4.510 -30.069
H 3.199 8.038 -31.273
C 6.070 5.661 -34.116
H -5.072 4.944 -29.655
H -3.554 8.054 -26.849
H -4.379 3.443 -30.016
H -1.122 7.714 -27.202
H -1.903 4.482 -33.973
H -0.790 9.761 -28.960
H -0.944 5.256 -27.509
H -4.750 4.924 -31.945
H 1.408 9.262 -32.378
H 5.839 5.125 -35.037
H 4.810 4.592 -29.096
O -5.132 6.269 -22.480
C -1.135 4.217 -27.778
O 5.164 6.728 -33.858
O 2.875 6.691 -29.646
H 0.653 7.623 -30.856
H -5.124 5.795 -25.068
H -5.395 8.196 -23.176
H 4.733 2.465 -28.961
O -1.972 4.034 -28.947
C -1.699 11.530 -30.782
N 3.333 8.369 -32.218
H 7.038 6.074 -34.400
H 2.591 7.518 -34.034
H -0.867 11.538 -32.467
H -0.148 3.786 -27.944
H -5.177 7.237 -20.700

4.
The following is a quantum chemistry calculation of a cluster of 2 separate species, C4H12N2O2 in total at a distorted geometry, from the Open Molecules 2025 dataset.

Computed properties:
Charge ... 0
Energy relative to the best compared isomer or geometry (same formula, charge and spin) ... 71.5 kcal/mol
Kohn-Sham gap ... 0.3466 hartree
SMILES string ... NC[C@@H](N)CC=O.O
HOMO energy ... -8.5689 eV

Positions of all 20 atoms, in Å:
C -0.002 0.648 -0.303
H -2.028 -1.791 2.114
H -1.839 1.547 0.304
O 1.238 -0.132 2.877
C 1.133 -0.026 0.454
H 1.171 0.623 -2.796
H 1.321 -1.139 0.491
N -1.177 0.858 0.513
C 1.056 0.534 1.952
H 0.070 -0.027 -3.735
H 0.904 1.600 2.031
H -1.572 0.009 0.957
H -1.245 -0.548 -1.681
H 2.039 0.385 -0.061
O -1.259 -1.823 1.564
C -0.153 -0.279 -1.682
H 0.265 1.744 -0.647
N 0.164 0.554 -2.869
H -0.449 -1.572 1.999
H 0.363 -1.166 -1.481

5.
The following is a quantum chemistry calculation of an isolated molecule of C12H12B2O4 at a distorted geometry, from the Open Molecules 2025 dataset.

Computed properties:
Charge ... 0
Kohn-Sham gap ... 0.3281 hartree
SMILES string ... OB(O)c1ccc(-c2ccc(B(O)O)cc2)cc1
HOMO energy ... -8.6491 eV

Positions of all 30 atoms, in Å:
H 1.129 -1.837 -0.613
C 0.163 -0.383 -3.453
B 0.398 -0.561 -4.984
H -2.395 0.684 3.153
C 1.057 0.102 1.543
O -1.343 0.416 5.883
C -0.629 0.841 -1.579
H -2.190 0.386 0.759
H 0.120 0.442 -6.906
H 0.819 0.827 6.706
B -0.173 0.557 5.109
O 1.108 -1.718 -5.345
H 1.997 -0.133 1.083
C -1.296 0.416 1.338
O 1.042 0.811 5.759
C 0.941 0.177 2.910
C -0.293 0.394 3.508
C 0.087 0.014 -0.686
H 1.782 0.108 3.559
H -2.125 -0.023 5.561
C 0.740 -1.070 -1.240
H 1.246 -1.865 -6.293
C -0.053 0.196 0.754
C -0.605 0.619 -2.942
C 0.805 -1.249 -2.596
C -1.404 0.527 2.694
H 1.385 -2.059 -3.009
H -1.197 1.687 -1.162
O -0.008 0.408 -5.915
H -1.108 1.286 -3.594

6.
The following is a quantum chemistry calculation of a cluster of 19 separate species, C30H65F7N18O39 in total at a distorted geometry, from the Open Molecules 2025 dataset.

Computed properties:
Charge ... 0
Energy relative to the best compared isomer or geometry (same formula, charge and spin) ... 0.0 kcal/mol
Kohn-Sham gap ... 0.3284 hartree
HOMO energy ... -10.6836 eV

Positions of all 159 atoms, in Å:
O -3.196 -3.802 7.129
H 0.241 3.505 -7.362
F 1.433 1.501 -0.463
N -0.735 3.452 -5.518
N 1.972 -4.105 5.141
C 4.252 -5.507 -1.199
O -4.911 5.093 -2.924
C -5.699 13.712 -0.566
O -5.884 -3.953 4.321
N 4.534 -0.768 1.016
H 2.374 -1.703 8.401
H 9.312 -5.041 -1.479
O -3.498 6.435 -2.011
C 1.445 -1.459 7.893
O 5.428 -1.138 1.737
H -3.288 -0.813 3.887
C -2.582 -1.644 3.887
O 6.478 -5.565 -0.590
F 1.629 0.099 -2.106
F -1.271 -0.409 -0.523
H -2.530 4.112 -1.395
C -1.450 8.200 -3.495
O -3.960 -1.879 6.541
N 2.505 -1.842 -11.086
N -6.249 -4.036 5.473
C 0.042 -0.668 -5.456
N -3.825 5.352 -2.458
H 3.779 1.158 0.735
H 2.254 -6.023 4.342
H -5.941 8.938 -2.873
O -0.263 9.903 -4.500
H -3.103 -1.887 0.493
O -0.300 4.472 -5.024
C -0.281 1.457 -2.035
O 2.481 -3.161 5.707
H -4.062 -1.223 1.785
O -7.287 0.365 -4.215
O 11.800 -4.371 -1.309
C -6.659 2.528 -4.724
O -4.295 -2.786 -1.938
H 2.916 -0.505 -9.543
H -1.018 -0.559 -5.247
H 0.608 -1.807 2.565
H 4.620 0.457 -0.674
C 0.102 2.790 -6.557
H -1.521 -3.756 1.563
H -4.676 13.417 -0.767
O 0.700 -2.125 -7.142
H 9.463 -3.279 -1.228
O 3.021 -2.912 -11.328
H 3.594 -1.522 12.810
H -6.549 2.286 -5.776
H 1.628 -0.778 7.068
H -0.411 1.899 -6.899
C 0.887 -2.639 -1.612
N 10.993 -4.431 -0.401
O -0.504 -1.240 9.136
N -0.378 9.235 -3.495
N 5.361 -5.239 -0.243
F -0.975 0.733 -2.910
H 2.785 -2.223 -9.040
C -2.812 4.268 -2.431
C 12.885 -4.624 -4.370
H -3.870 -2.975 1.699
H -4.316 8.683 -2.181
O 4.143 -2.951 10.218
H -3.418 -3.106 9.418
O 3.539 -1.415 0.744
O -1.797 2.944 -5.226
N -6.503 1.256 -3.965
C 0.521 -1.892 -0.382
C 1.070 -4.081 0.089
H -3.100 -2.516 4.271
C 9.561 -4.258 -0.769
H 0.554 0.284 -5.350
O 5.085 -4.720 0.816
C 0.751 0.619 -1.236
C 3.215 -1.525 11.794
H -1.746 -1.351 4.524
H -4.803 -2.058 8.963
N -5.395 -2.470 -1.526
H -6.340 -2.073 -3.344
O 0.900 -2.313 -2.761
H 2.141 -1.367 11.785
N -3.619 -2.686 7.372
H 1.054 2.550 -6.094
O -6.114 15.377 1.000
H 3.326 -5.163 -0.762
F -1.128 2.080 -1.221
F 0.381 2.394 -2.736
N 12.117 -5.796 -4.871
H -1.239 7.520 -4.317
H 0.898 -3.531 2.516
O -6.741 -3.135 6.120
N 0.162 -1.073 -6.882
H -6.622 -6.087 5.568
O 2.083 -1.064 -11.916
C 2.371 -1.438 -9.659
O 0.305 9.339 -2.499
H -3.140 -1.402 8.946
O 0.814 -4.156 4.790
O -5.629 -2.006 -0.435
H -6.579 -3.723 -2.704
H 1.316 -1.295 -9.462
C -2.128 -1.868 2.437
H -6.287 13.680 -1.477
H -7.652 2.916 -4.520
O 1.005 0.278 9.353
C -6.061 -5.354 6.139
N -5.673 15.128 -0.103
H 8.960 -4.338 0.128
N -5.384 10.287 -1.383
O -5.205 15.948 -0.866
O 11.267 -4.622 0.761
C -3.754 -2.284 8.798
O -0.296 -0.305 -7.709
H -5.890 3.214 -4.389
H 4.474 -4.967 -2.114
C 0.588 -2.772 0.628
H -1.236 -3.614 3.298
H -1.962 4.605 -3.018
C -1.188 -3.078 2.352
H 0.492 -1.427 -4.831
O 2.955 -3.817 11.792
H 12.191 -3.941 -3.897
H 13.377 -4.168 -5.224
H -6.427 -5.278 7.156
H -4.998 -5.575 6.115
H 13.614 -4.994 -3.656
H 3.226 -5.637 5.801
H 5.568 1.036 0.735
H -5.759 8.225 -1.240
H -1.649 -0.941 2.120
H -7.443 -2.339 -1.959
O -4.948 11.185 -2.077
H -6.138 13.105 0.214
C -5.348 8.917 -1.963
H -3.254 3.376 -2.859
O 1.339 -5.073 0.690
H 4.228 -6.576 -1.380
C 0.301 -2.731 2.085
F 0.272 -0.003 0.973
N 0.575 -0.750 8.872
O 10.917 -5.805 -4.694
C 2.848 -5.273 4.851
O 12.748 -6.667 -5.429
O -5.834 10.424 -0.266
H 0.932 -2.349 7.557
C 4.640 0.586 0.404
O -5.601 1.185 -3.156
N 3.463 -2.877 11.221
H 3.725 -0.794 11.178
C -6.540 -2.667 -2.458
C 0.074 -0.457 -0.291
O 1.200 -3.947 -1.277
H -2.392 8.713 -3.656
H -1.433 7.685 -2.544
C -3.365 -2.024 1.539
H 3.661 -4.917 4.225

7.
The following is a quantum chemistry calculation of a cluster of 5 separate species, C28H61BBrCl2F5N2O9PS6 in total at a distorted geometry, from the Open Molecules 2025 dataset.

Computed properties:
Charge ... +1
Kohn-Sham gap ... 0.2944 hartree
HOMO energy ... -10.3504 eV

Positions of all 116 atoms, in Å:
H -4.076 5.397 2.961
N -0.420 2.428 1.441
F -2.288 3.543 3.112
C -2.106 3.513 -0.339
O -4.994 -1.396 -3.141
C -5.381 0.534 0.410
H -0.111 3.998 2.862
H -1.024 -7.617 0.377
F -3.769 0.459 4.027
S 7.251 -3.867 1.643
H 0.438 2.441 3.401
O -2.116 -5.037 -0.055
H 2.158 -1.199 -5.336
H -6.140 0.100 1.060
F -4.614 2.134 2.805
C 2.068 4.970 1.901
H 1.317 -2.726 -3.551
C -0.878 0.253 2.436
C -1.957 -7.680 -0.183
C -2.935 0.078 -3.962
S -3.779 -1.497 -3.904
H 9.548 -4.060 2.273
C -1.979 1.890 -2.526
H -1.188 -1.577 1.314
H 0.022 0.495 3.005
O 0.523 -0.031 -3.339
S -2.243 -6.135 -1.053
B -2.583 5.065 -0.131
H -5.402 1.617 0.535
H -2.788 -7.837 0.501
H 0.137 -6.204 -1.304
H -3.213 3.563 -2.132
Br 0.705 3.056 -1.059
H -3.460 3.130 1.099
H 1.124 5.516 1.907
H -1.566 4.000 -2.414
H 1.333 -2.380 -1.802
C -2.707 5.783 1.277
C 3.293 -5.588 1.305
N -3.089 2.607 0.314
H -1.207 1.278 -2.056
O 5.997 -4.359 2.281
O -2.843 5.810 -1.242
H -0.378 4.377 0.680
H -4.007 1.762 -3.150
H -1.520 -0.263 3.148
H -0.662 -5.246 -2.577
H 2.864 -2.626 -2.651
O 3.175 -3.839 -0.691
H 3.563 4.470 0.334
C 2.881 5.264 0.628
H 2.195 5.469 -0.194
O -3.911 -1.978 -5.256
H -1.917 -8.497 -0.903
H -3.611 0.537 -1.900
F -1.461 1.925 4.341
S 2.734 -5.222 -0.357
H 2.860 0.415 -5.055
C 2.755 -0.592 -4.655
C -4.139 5.596 1.894
H 8.488 -3.693 3.655
C -1.570 1.562 1.960
H 3.693 -6.271 -2.258
H 8.543 -5.351 3.004
C 1.838 3.455 2.171
C 0.383 3.087 2.532
H 3.614 -7.382 -0.870
H 7.701 -6.049 0.766
H -3.308 6.619 -1.003
C -2.504 1.340 0.746
H 4.876 -6.117 -0.935
H -1.580 2.094 -3.526
H 2.249 2.832 1.375
C 7.692 -5.039 0.355
H -4.046 -1.254 -1.168
H 0.233 1.748 1.037
O 5.111 6.562 1.261
H 2.743 -4.949 1.994
S 3.764 6.809 0.851
H -2.311 -1.191 -0.774
H 8.671 -4.782 -0.047
H -2.586 6.860 1.121
F -3.885 2.483 4.832
H 4.364 -5.383 1.404
C -3.671 1.758 3.693
Cl 3.795 7.528 -1.068
H -5.621 0.295 -0.628
C -0.677 3.403 0.302
C 1.857 -2.230 -2.742
C -2.227 2.175 3.228
H 2.626 5.378 2.747
C -0.710 -6.161 -1.990
H 3.076 -6.634 1.526
H -0.701 -7.021 -2.661
C -3.311 -1.325 -0.368
H -3.138 0.526 -4.932
O 2.935 7.700 1.612
H -4.684 4.805 1.375
C 8.597 -4.292 2.753
H 6.945 -4.964 -0.432
C -3.257 1.058 -2.786
C 3.846 -6.365 -1.184
H 2.440 3.226 3.051
C -0.470 -0.763 1.345
H 3.740 -1.034 -4.511
H 0.472 -1.223 1.654
C -2.188 3.286 -1.876
H -1.865 -0.155 -3.930
Cl -2.491 -2.807 -2.985
H -4.710 6.517 1.783
H -1.831 1.012 -0.054
H -1.928 5.521 1.995
H -0.285 -0.346 0.353
S 1.923 -0.481 -3.068
P -3.720 -0.078 0.900
H -3.419 -2.319 0.062

8.
The following is a quantum chemistry calculation of a structure of composition AlBH4 at a distorted geometry, from the Open Molecules 2025 dataset.

Computed properties:
Charge ... +2
Energy relative to the best compared isomer or geometry (same formula, charge and spin) ... 5.7 kcal/mol
Kohn-Sham gap ... 0.2114 hartree
HOMO energy ... -22.6001 eV

Positions of all 6 atoms, in Å:
H 0.595 -0.755 -0.781
H -0.420 -1.543 0.653
H -1.074 0.216 0.111
H 0.628 0.252 0.816
B -0.070 -0.471 0.189
Al 0.341 2.301 -0.988

9.
The following is a quantum chemistry calculation of a cluster of 3 separate species, C3H11NO4 in total at a distorted geometry, from the Open Molecules 2025 dataset.

Computed properties:
Charge ... +1
Energy relative to the best compared isomer or geometry (same formula, charge and spin) ... 22.9 kcal/mol
Kohn-Sham gap (alpha / beta) ... 0.3658 / 0.1752 hartree
Multiplicity ... 2
HOMO energy (alpha / beta) ... -13.5097 / -13.5097 eV

Positions of all 19 atoms, in Å:
O 0.903 -2.753 -1.031
H 0.985 -3.482 0.922
H -0.429 -1.193 -1.398
O -0.264 5.194 3.495
O 0.790 0.892 0.543
C 0.407 -2.787 0.305
N -0.362 -0.295 -0.919
H -0.386 0.455 -1.630
H 0.830 -3.614 -1.464
C 0.712 -1.441 0.959
O -1.673 0.463 -3.212
H -0.671 -2.989 0.257
H -0.391 4.304 3.152
C 0.360 -0.189 0.148
H 1.787 -1.369 1.047
H -2.470 0.861 -2.840
H -1.877 0.167 -4.119
H 0.253 -1.377 1.948
H -0.932 5.780 3.129

What did the second record say?
The following is a quantum chemistry calculation of a cluster of 2 separate species, C5H14N2O in total at a distorted geometry, from the Open Molecules 2025 dataset.

Computed properties:
Charge ... +2
Energy relative to the best compared isomer or geometry (same formula, charge and spin) ... 29.4 kcal/mol
Kohn-Sham gap ... 0.3660 hartree
HOMO energy ... -18.1222 eV

Positions of all 22 atoms, in Å:
C 1.068 1.686 -1.966
C 1.512 -0.438 0.350
N -1.239 1.220 -1.687
H 0.113 -1.349 1.813
H 1.423 -1.188 -0.437
H 1.550 -0.632 2.358
H 2.116 1.639 -1.679
C -1.899 0.271 -2.211
H 0.426 1.441 0.852
H 2.527 -0.093 0.531
H 0.740 2.356 -2.736
H -0.817 -2.931 3.607
H -0.612 0.199 0.642
O -1.013 -2.104 3.133
C 0.336 0.553 0.191
H 1.579 -2.144 1.740
H -1.567 -0.760 -2.311
H -1.086 -1.543 3.931
N 1.115 -1.237 1.659
H -2.903 0.547 -2.547
H -1.616 2.166 -1.640
C 0.155 1.139 -1.165